No. 1
45
Properties=species:S:1:pos:R:3:forces:R:3:lowdin_charge:R:1 method="wB97M-V/def2-TZVPD" homo_lumo_gap_ev=10.798 e_tot_ha=-1163.6147 total_charge=0 largest_force_ev_per_a=3.14 lumo_energy_ev=0.25 e_homo_ev=-10.5
C -0.669 -2.520 1.992 0.083 0.942 1.100 -0.34
N 0.192 -1.580 1.603 -0.386 0.402 0.323 0.12
O -1.667 -2.825 1.360 -0.194 -0.584 -0.229 0.00
H -0.486 -2.918 3.011 0.016 -0.116 -0.400 0.14
H 0.134 -1.212 0.658 -0.855 -0.197 0.306 0.05
H 0.954 -1.146 2.111 -0.381 -0.044 0.630 0.08
H 2.843 0.477 1.169 0.902 0.165 1.185 -0.03
H 2.569 0.450 2.846 0.779 0.396 -1.197 0.08
O 2.288 0.315 1.927 -2.539 -0.596 1.750 -0.05
H -2.251 -2.282 -0.087 -0.274 -0.115 -0.506 0.01
H -3.257 -2.642 -1.297 0.188 0.000 0.449 0.06
O -2.670 -1.966 -0.937 -0.435 0.126 0.224 -0.08
H 2.471 2.433 -1.281 0.158 0.255 -0.602 0.05
H 1.706 1.843 -0.152 0.039 0.129 0.471 0.03
O 2.621 1.985 -0.455 -0.360 -0.080 0.261 -0.04
H -3.011 2.143 1.571 -0.006 0.073 -0.502 0.01
H -3.063 3.184 0.402 -0.080 -0.081 -0.005 0.05
O -2.535 2.879 1.142 -0.013 0.605 0.528 -0.07
H 4.622 -0.491 -0.368 0.113 -0.234 0.185 0.08
H 3.623 0.606 -0.197 -0.286 -0.255 -0.291 0.03
O 3.851 -0.286 0.174 1.249 0.205 -1.443 -0.09
H 0.204 1.912 2.067 1.091 0.088 -0.292 0.04
H -0.737 2.580 1.249 0.482 0.601 -0.900 0.00
O 0.252 2.518 1.306 -1.298 -0.540 0.976 -0.09
H -0.683 2.574 -1.276 0.075 0.172 -0.208 0.00
H -0.359 4.036 -1.133 0.062 0.010 -0.168 0.04
O -0.446 3.356 -1.814 -0.060 -0.335 0.563 -0.07
H -2.485 0.084 1.310 0.050 0.899 0.428 0.03
H -3.894 -0.182 1.283 -0.655 0.245 0.362 0.06
O -3.301 0.425 1.746 0.453 -1.447 -0.607 -0.07
H 1.327 -1.255 -0.382 0.102 0.060 -0.825 0.04
H 0.671 -1.151 -1.782 -0.209 0.121 -0.005 0.05
O 0.596 -0.821 -0.880 1.050 -0.186 0.159 -0.09
H 3.086 -2.326 0.269 -0.087 0.086 0.178 0.05
H 1.898 -2.220 1.243 0.289 -0.057 0.434 -0.01
O 2.188 -2.637 0.439 0.838 -0.641 -1.056 -0.04
H -0.889 -2.105 -3.169 -0.403 -0.260 0.155 0.05
H -1.886 -1.235 -2.280 0.613 -0.772 -0.008 0.00
O -1.135 -1.216 -2.912 0.248 1.035 -0.763 -0.07
H 1.704 1.088 -3.739 -0.284 0.017 -0.035 0.04
H 0.550 0.120 -3.328 -0.224 0.260 -0.196 0.00
O 1.507 0.212 -3.397 0.354 -0.238 -0.029 -0.05
H -2.062 0.737 -0.859 0.060 -0.142 0.079 0.06
H -0.610 0.257 -0.562 -0.315 0.175 0.015 0.01
O -1.341 0.823 -0.224 0.051 -0.147 -0.493 -0.09

***

No. 2
7
Properties=species:S:1:pos:R:3:forces:R:3:lowdin_charge:R:1 method="wB97M-V/def2-TZVPD" homo_lumo_gap_ev=5.769 e_tot_ha=-279.6881 total_charge=0 largest_force_ev_per_a=3.19 lumo_energy_ev=-2.89 e_homo_ev=-8.7
O 1.224 1.247 0.022 1.821 -0.360 -0.402 -0.03
C 0.574 0.134 0.014 -1.224 0.068 0.375 -0.36
O 1.308 -0.926 0.023 1.776 0.448 -0.408 -0.04
Be 2.482 0.208 -0.122 -2.666 -0.096 0.479 0.72
H -0.874 0.090 0.046 -3.049 -0.302 0.004 0.09
O -2.214 0.076 0.079 3.161 0.420 -0.023 -0.32
H -2.500 -0.829 -0.062 0.181 -0.179 -0.025 -0.05